ORCA calculation (wB97M-V/def2-TZVPD) on 2 unconnected molecules or ions with the total composition CH3F2OP in a non-equilibrium geometry.

Properties
Largest force on an atom ... 3.209 eV/A
Relative energy (zero: lowest compared OMol25 entry of this formula, charge and spin) ... 405.78 kJ/mol
HOMO level ... -8.32 eV
Gap between HOMO and LUMO ... 8.5 eV
Charge ... 0

```
8
Properties=species:S:1:pos:R:3:nbo_charge:R:1
C -1.29 -0.19 0.47 0.432
O 1.79 0.76 -0.65 -0.979
F -1.44 1.13 0.24 -0.356
F -1.88 -0.88 -0.52 -0.351
P 1.32 -0.56 0.16 0.696
H -1.67 -0.47 1.45 0.130
H 2.15 1.47 -0.12 0.502
H 1.02 -1.26 -1.03 -0.074
```